No. 1
Density functional theory data (ωB97M-V/def2-TZVPD) for C20H43N2P3RuSe as an isolated structure.

Atoms and positions in Å:
1 Ru 0.1222 -0.7459 -0.2794
2 Se 1.4133 -0.3004 -2.1088
3 P 1.0382 -2.7126 0.1907
4 P -1.4624 -1.1613 -1.8509
5 P -1.4790 -0.7492 1.4180
6 N 1.4721 -0.0939 1.1064
7 N 3.0724 1.0677 2.5781
8 C 0.7053 2.5576 -2.1460
9 C 0.4722 3.7723 -2.7988
10 C 0.6596 3.8783 -4.1835
11 C -2.9531 0.3239 1.1972
12 C -1.0562 3.6586 1.7827
13 C 1.2949 1.5454 -4.2866
14 C 1.2005 -3.1632 1.9679
15 C -2.2093 -2.3753 1.8690
16 C -0.8882 -0.1483 3.0456
17 C 4.3708 0.5144 2.9701
18 C 1.0716 2.7617 -4.9267
19 C 0.2215 -4.1563 -0.5915
20 C 1.0869 1.4359 -2.8956
21 C 2.3081 0.4436 1.7281
22 C -0.9520 -1.8235 -3.4879
23 C -2.1926 0.4646 -2.2864
24 C 2.7843 -2.9139 -0.3471
25 C -2.4775 3.9719 1.5378
26 C -2.9089 -2.2351 -1.4910
27 C 2.6088 2.2982 3.2310
28 H -0.8880 3.6300 2.8714
29 H 3.4246 -3.0242 0.5382
30 H -2.8486 0.3353 -3.1567
31 H -3.0638 4.3802 2.3510
32 H -0.7084 0.9332 2.9921
33 H -1.4357 -3.1427 1.9732
34 H -3.4171 -2.4456 -2.4426
35 H -3.5510 0.0288 0.3291
36 H 1.6227 0.6679 -4.8458
37 H -1.6504 -0.3402 3.8130
38 H -0.7813 2.6174 1.3563
39 H -2.7303 -2.2753 2.8309
40 H 0.5927 2.4622 -1.0635
41 H 1.6988 2.1191 3.8261
42 H 3.1195 -2.0459 -0.9298
43 H 0.9686 -4.9537 -0.7074
44 H 3.4013 2.6480 3.8980
45 H 4.8507 1.2195 3.6536
46 H 1.2205 2.8426 -6.0047
47 H -0.2961 -2.6931 -3.3755
48 H -0.5987 -4.5095 0.0463
49 H -3.6194 -1.7475 -0.8149
50 H -2.9262 -2.7044 1.1111
51 H 0.4433 -2.6819 2.5967
52 H -0.3467 4.3681 1.3123
53 H -0.1768 -3.8924 -1.5795
54 H 5.0093 0.3663 2.0883
55 H 0.1473 4.6373 -2.2191
56 H 2.3914 3.0804 2.4884
57 H -2.6515 1.3750 1.0938
58 H 1.1222 -4.2542 2.0759
59 H -3.5894 0.2398 2.0884
60 H 0.4920 4.8325 -4.6929
61 H -0.4191 -1.0615 -4.0707
62 H 0.0385 -0.6484 3.3471
63 H -2.8694 3.9182 0.5231
64 H 4.2531 -0.4541 3.4799
65 H 2.1936 -2.8470 2.3137
66 H -1.8538 -2.1271 -4.0374
67 H -1.3980 1.1782 -2.5355
68 H -2.5895 -3.1889 -1.0533
69 H 2.8642 -3.8157 -0.9675
70 H -2.7689 0.8582 -1.4437

Properties
**HOMO (alpha / beta)**: -17.83 / -19.76 eV
**LUMO level (alpha / beta)**: -14.96 / -15.85 eV
**Multiplicity**: 5
**Charge**: +4

natural (NBO) population analysis, charges in e, atoms 1 to 6:
1. Ru -0.09
2. Se 0.46
3. P 1.08
4. P 1.15
5. P 1.06
6. N -0.58



No. 2
Density functional theory data (ωB97M-V/def2-TZVPD) for C20H43N3O3PPt as an isolated structure.

Atoms and positions in Å:
1 Pt -0.0506 0.7994 0.9696
2 P -0.0890 -2.1330 -0.2333
3 O 0.3331 3.0844 0.9047
4 O -1.8100 1.8529 1.5172
5 O 2.4705 1.6547 0.3621
6 N -3.2037 3.6009 1.2971
7 N 3.9031 3.4181 0.3641
8 N 0.3758 -0.9729 0.8208
9 C -4.3688 2.7974 1.6643
10 C 2.4883 -2.7303 -1.1521
11 C 5.0844 2.5695 0.2370
12 C 4.1431 4.8515 0.4661
13 C -2.3198 -3.9185 -0.4038
14 C 0.5795 -0.4170 -2.3599
15 C -0.8114 3.9069 0.8667
16 C -1.9987 3.0469 1.2432
17 C 1.3732 -3.3089 -0.2628
18 C -0.4619 -1.4780 -1.9571
19 C 1.9838 -3.4038 1.1500
20 C 1.5178 3.8164 0.6302
21 C -0.4930 -2.5745 -3.0357
22 C -1.6018 -2.9339 0.5303
23 C -1.8183 -0.7528 -1.9582
24 C 1.0211 -4.7224 -0.7536
25 C -1.1858 -3.6857 1.8055
26 C 2.6817 2.8509 0.4417
27 C -2.5988 -1.8503 0.9828
28 C -3.4748 4.9985 0.9801
29 H 2.9150 -3.9697 1.0558
30 H 2.2511 -2.7585 -2.2111
31 H -1.8752 -0.0106 -1.1617
32 H -2.7617 -3.4265 -1.2651
33 H 0.5830 -4.7344 -1.7453
34 H 1.5591 -0.8289 -2.5640
35 H 5.0427 5.0924 -0.0965
36 H -3.3820 -2.3577 1.5548
37 H 2.2086 -2.4180 1.5525
38 H -0.8161 -2.1173 -3.9754
39 H 5.5514 2.7165 -0.7387
40 H -1.1895 -3.3755 -2.8076
41 H 4.7908 1.5317 0.3454
42 H -0.6066 -4.5819 1.5951
43 H -2.5616 5.5596 0.8116
44 H -0.7138 4.7304 1.5795
45 H 1.9463 -5.3037 -0.7971
46 H 1.3547 -3.9327 1.8592
47 H -4.0109 5.4616 1.8078
48 H -2.6598 -1.4363 -1.8810
49 H 0.2244 0.0518 -3.2817
50 H -4.8898 3.2800 2.4906
51 H -4.0943 5.0661 0.0846
52 H 1.7117 4.5131 1.4492
53 H -1.6738 -4.7207 -0.7560
54 H -2.1242 -1.1171 1.6288
55 H 3.3327 5.4319 0.0311
56 H -4.0484 1.8071 1.9642
57 H 5.8065 2.8236 1.0141
58 H -0.9508 4.3303 -0.1336
59 H -0.6239 -3.0454 2.4871
60 H 4.2936 5.1647 1.5017
61 H -1.9127 -0.2319 -2.9133
62 H 1.3902 4.3954 -0.2897
63 H 0.4860 -3.0121 -3.2121
64 H -5.0494 2.7214 0.8152
65 H 3.3754 -3.3515 -1.0070
66 H -2.1009 -4.0067 2.3110
67 H 0.3480 -5.2425 -0.0737
68 H 0.6784 0.3542 -1.5978
69 H -3.0794 -1.3333 0.1573
70 H 2.7438 -1.7077 -0.8642
71 H -3.1375 -4.3771 0.1593

Properties
**HOMO (alpha / beta)**: -10.12 / -10.06 eV
**LUMO level (alpha / beta)**: -2.78 / -2.87 eV
**Multiplicity**: 1
**Charge**: +1

Löwdin population analysis, charges in e, atoms 1 to 6:
1. Pt 1.05
2. P 0.95
3. O -0.26
4. O -0.13
5. O -0.01
6. N -0.12



No. 3
Density functional theory data (ωB97M-V/def2-TZVPD) for a 8-piece molecular cluster, C20H43NO28S7 overall.

Atoms and positions in Å:
1 S -0.3841 -0.0025 0.8972
2 S -1.3505 3.6352 -2.4357
3 S 0.8025 -5.0493 4.6317
4 S -4.0249 -0.3190 -0.9221
5 S -0.1142 -2.5316 -5.2516
6 S -4.3162 1.0260 4.8929
7 S 1.8536 -0.3629 6.3187
8 O -5.2295 0.2329 -0.3483
9 O 1.1641 -0.9610 5.0167
10 O -0.0004 0.2559 -0.6862
11 O -5.1835 1.1530 3.4837
12 O 2.7794 0.7169 5.9094
13 O 0.3154 0.1930 6.7237
14 O 0.5885 -6.4555 4.9124
15 O -4.3689 -1.6526 -1.8603
16 O 0.0297 3.8273 -2.8861
17 O 1.1227 -4.1726 5.7996
18 O -1.8619 2.3468 -3.3410
19 O 1.0094 -2.7920 -4.3581
20 O 2.3463 -1.4003 7.2014
21 O -1.4767 -2.2044 -4.3535
22 O 1.8394 -4.8397 3.3919
23 O -1.6239 0.6123 1.3236
24 O -0.1270 -0.9669 -5.7016
25 O -3.0415 1.7503 4.1569
26 O -3.3152 -1.2832 0.2393
27 O 0.9457 0.8648 1.3998
28 O -3.0653 0.6141 -1.4823
29 O -2.4905 4.6324 -3.1231
30 O -1.7080 3.4404 -1.0389
31 O -0.1749 -1.4287 1.1782
32 O -0.4561 -4.4503 3.8014
33 O -4.8216 1.9647 5.8683
34 O -0.3499 -3.3241 -6.4714
35 O -3.9759 -0.3598 5.2684
36 N 4.4585 0.6620 -1.5084
37 C -2.8820 -2.4822 -0.3865
38 C 1.3040 1.8983 0.4455
39 C -0.3930 -0.1272 -4.6045
40 C -2.9465 2.5970 -4.1650
41 C -4.5194 1.6861 2.3887
42 C 4.0693 2.9478 -2.2439
43 C -2.8119 4.1022 -4.4200
44 C 1.2378 0.9663 -0.7951
45 C 5.1930 0.2097 -0.3730
46 C -0.3576 -4.7763 2.4152
47 C 4.8329 0.9163 0.9577
48 C 1.1748 -4.9344 2.1537
49 C -1.5894 -0.8275 -4.0086
50 C 3.6034 0.0687 -3.7825
51 C -3.3985 2.4904 3.0361
52 C -0.1052 -0.3698 4.6497
53 C 5.1362 1.8104 -2.0408
54 C -4.0480 -2.8387 -1.2272
55 C 4.3392 -0.4309 -2.5587
56 C -0.4048 0.7502 5.6928
57 H 5.0595 -0.8659 -0.2576
58 H -4.0575 0.9052 1.7845
59 H 2.6290 0.3835 -3.4090
60 H 5.8672 2.2357 -1.3532
61 H 2.0511 0.2444 -0.8689
62 H 3.3436 -0.7606 -4.4404
63 H -2.9458 2.0972 -5.1336
64 H -4.9201 -3.1783 -0.6684
65 H -2.0273 -2.2016 -1.0019
66 H -3.7954 -3.7321 -1.7983
67 H 1.2960 -5.9495 1.7755
68 H 1.3114 1.5257 -1.7277
69 H -3.7601 2.4098 -3.4642
70 H 1.4638 -4.1052 1.5080
71 H 0.6759 2.7790 0.3118
72 H 3.5892 3.0435 -1.2701
73 H -2.5571 2.6002 2.3519
74 H -0.1759 0.0335 3.6395
75 H -0.6573 0.8751 -4.9416
76 H -5.1409 2.2121 1.6640
77 H 4.4542 3.9631 -2.3393
78 H -0.8581 -1.1572 4.6829
79 H 5.6397 1.4964 -2.9552
80 H 4.1614 0.7862 -4.3841
81 H 3.2074 2.7055 -2.8656
82 H -3.7669 3.4708 3.3379
83 H 2.3037 2.3128 0.5757
84 H -2.6255 -3.2378 0.3561
85 H 0.4827 -0.0888 -3.9566
86 H 3.7643 0.7818 1.1251
87 H -3.6975 4.6140 -4.7966
88 H -0.0902 1.7769 5.5057
89 H -1.4674 0.6707 5.9223
90 H -1.4431 -0.9138 -2.9319
91 H -2.0208 4.3376 -5.1319
92 H 5.3511 -0.6063 -2.9237
93 H -0.9691 -5.6697 2.2894
94 H 5.0095 1.9870 1.0604
95 H 6.2543 0.2604 -0.6160
96 H -2.5820 -0.4166 -4.1933
97 H 3.9127 -1.2849 -2.0323
98 H 5.2699 0.5353 1.8808
99 H -0.7689 -3.9026 1.9095

Properties
**HOMO (alpha / beta)**: -12.36 / -12.36 eV
**LUMO level (alpha / beta)**: -2.67 / -7.92 eV
**Multiplicity**: 2
**Charge**: +1

Löwdin population analysis, charges in e, atoms 1 to 6:
1. S 0.72
2. S 0.74
3. S 0.72
4. S 0.74
5. S 0.75
6. S 0.75



One value per record, in order, for maximum force: 3.8; 0.5; 5.0 eV/A.
One value per record, in order, for total energy: -120167.6694; -44579.1318; -156084.2134 eV.